No. 1
Formula: C2H6N2
Source: the Open Molecules 2025 dataset
Level of theory: ωB97M-V/def2-TZVPD

Geometry as ORCA input:
```
! RIJCOSX wB97M-V def2-TZVPD def2/J DEFGRID3
* xyz 0 1
C 1.89324 -0.04273 -0.02499
N 0.71261 -0.37014 0.09055
N -0.27524 0.40643 0.15313
C -1.52321 -0.16437 0.01148
H 2.26854 0.98415 0.11369
H 2.79553 -0.80122 -0.05527
H -0.13374 1.30864 -0.22807
H -2.47324 0.49979 -0.41964
H -1.73102 -0.63174 0.98223
H -1.53349 -1.18881 -0.62312
*
```

Atom charges from the natural (NBO) analysis, given in e for atoms 1 to 5:
1. C -0.19
2. N -0.22
3. N -0.43
4. C -0.42
5. H 0.13

=====

No. 2
Formula: C5H13BrN
Source: the Open Molecules 2025 dataset
Level of theory: ωB97M-V/def2-TZVPD

Geometry as ORCA input:
```
! RIJCOSX wB97M-V def2-TZVPD def2/J DEFGRID3
* xyz 1 1
C 0.00664 1.94443 0.25232
C 0.10776 0.66773 -0.66075
C 1.58726 0.16080 -0.76941
C -0.74279 -0.43416 -0.03287
C -0.51924 -1.83440 -0.61773
N -0.52502 -0.44993 1.47035
Br -2.73246 0.17387 -0.08736
H 0.57408 1.63529 1.08903
H -0.99522 2.43136 0.43522
H 0.71102 2.64405 -0.27839
H -0.27329 0.94008 -1.60025
H 2.16459 0.18740 0.10153
H 2.12462 0.77183 -1.46636
H 1.36932 -0.94778 -1.03327
H -1.49951 -2.44043 -0.32258
H 0.37911 -2.29938 -0.09307
H -0.36337 -1.75921 -1.77370
H 0.50376 -0.79369 1.56896
H -1.13866 -1.14747 2.02497
H -0.73860 0.54958 1.79335
*
```

Atom charges from the natural (NBO) analysis, given in e for atoms 1 to 5:
1. C -0.66
2. C -0.30
3. C -0.62
4. C 0.24
5. C -0.72

=====

Going through the records in order, we get E_tot values of -5148.5477, -76920.5530 eV.